C4H11NO | the ωB97M-V functional and the def2-TZVPD basis

XYZ file:
```
17
Properties=species:S:1:pos:R:3
C -2.584 -0.815 -0.866
C -2.309 0.050 0.380
N -0.859 0.621 0.324
H -1.786 -1.491 -0.823
H -3.419 -1.402 -0.624
H -2.378 -0.118 -1.694
H -2.970 0.919 0.557
H -2.302 -0.667 1.182
H -0.821 1.585 0.003
H -0.449 0.653 1.201
C 2.009 0.036 -0.685
C 2.883 0.351 0.360
O 3.901 -0.502 0.859
H 1.288 0.766 -0.768
H 2.236 -1.013 -1.174
H 2.776 1.185 1.020
H 4.783 -0.157 0.748
```

Output
**Energy above the lowest of the compared OMol25 structures with the same formula, charge and spin**: 74.9 kcal per mole
**Total charge**: 0
**Gap between HOMO and LUMO**: 0.363 Eh
**LUMO energy**: 1.00 eV
**DFT total energy**: -7861.30486 eV
**HOMO energy**: -8.89 eV